This record from the OMol25 dataset describes a cluster of 2 separate species, H6NS2 in total. The level of theory is ωB97M-V/def2-TZVPD.

Each line ends with the natural charge from an NBO analysis.
Element x y z (Å)
H 3.60765 -0.16217 0.09046  0.48
H -2.50183 1.27549 -0.12052  0.20
H 2.23831 -0.20286 -0.50041  0.42
H 3.12419 -1.50809 -0.80751  0.46
H -0.82639 -1.22467 1.55503  0.24
S -1.21280 1.13273 0.11207  0.43
H 3.27721 -0.21125 -1.63574  0.46
S -0.71196 -0.77600 0.30697  0.13
N 3.12528 -0.52489 -0.75514  -0.82

Computed properties:
2S+1: 2
Total energy, eV: -23237.06548
Total charge: +2

***

This record from the OMol25 dataset describes the molecule H6O2Si2. The level of theory is ωB97M-V/def2-TZVPD.

Each line ends with the natural charge from an NBO analysis.
Element x y z (Å)
O 1.05323 -1.36331 -1.08425  -1.08
Si -1.19563 0.74114 -0.20637  0.19
H -2.33942 -0.27648 0.00799  -0.10
Si 0.94667 -0.03588 -0.17516  1.54
O 1.33422 -0.46456 1.32613  -1.08
H 1.92235 0.97437 -0.32750  -0.23
H -1.40422 1.17034 1.15052  -0.12
H 0.15381 -1.57633 -1.45775  0.50
H 0.81022 -1.15604 1.68248  0.49
H -1.28124 1.98674 -0.91608  -0.11

Computed properties:
2S+1: 1
Total energy, eV: -19948.32801
Total charge: 0

***

This record from the OMol25 dataset describes a cluster of 3 separate species, H6O3 in total. The level of theory is ωB97M-V/def2-TZVPD.

Each line ends with the natural charge from an NBO analysis.
Element x y z (Å)
O -13.16600 3.63500 26.32000  -0.98
H -14.75000 -0.54500 26.91800  0.48
O -15.15600 -0.19800 26.10800  -0.94
H -13.49300 4.04500 25.53900  0.46
H -15.32800 1.29000 27.29500  0.50
O -14.96900 2.09600 27.77000  -0.98
H -15.67400 2.68500 27.92700  0.47
H -14.43800 0.17500 25.59400  0.49
H -13.86800 3.23300 26.84400  0.49

Computed properties:
2S+1: 1
Total energy, eV: -6239.87173
Total charge: 0

***

Relative energy (zero: lowest compared OMol25 entry of this formula, charge and spin) for every record listed, in sequence, given in kcal/mol: 16.5; 28.5; 8.8.
Maximum force for every record listed, in sequence, given in eV/A: 4.341; 2.715; 2.315.